(1)
{"formula": "C6H11NO", "method": "ωB97M-V/def2-TZVPD", "total_energy_ha": -365.04453, "orbital_gap_ha": 0.31302, "relative_energy_ev": 5.0867, "total_charge": 0, "smiles": "CN/C=C(/C)C(C)=O", "homo_ha": -0.284, "symbols": ["C", "C", "C", "C", "C", "C", "H", "H", "H", "H", "H", "H", "H", "H", "H", "H", "H", "N", "O"], "coordinates": [[-1.451729, 0.786709, -1.982002], [-0.883718, -1.021962, -0.338308], [-0.092907, -0.460490, 0.670772], [0.132634, -1.529300, 1.715659], [0.911071, 0.673963, 0.491265], [1.878830, 1.046371, 1.516982], [-1.326256, 1.427832, -0.896935], [-2.627393, 0.883878, -2.311411], [-0.640592, 1.194858, -2.784799], [-1.720349, -1.492896, -2.178899], [-1.440135, -2.028778, -0.206546], [-0.425753, -2.640291, 1.747702], [0.328004, -1.146462, 2.971473], [1.103832, -2.087563, 1.430522], [2.390298, 2.049400, 1.119570], [1.291360, 1.485606, 2.486098], [2.618395, 0.299988, 1.878256], [-1.389364, -0.584799, -1.546590], [0.901130, 1.147035, -0.609387]], "forces_ev_per_angstrom": [[-1.5632, 2.3092, 1.0334], [-1.2837, -0.1310, -0.2595], [-0.9641, -1.8749, -0.5216], [2.3668, -2.9950, 3.7607], [-2.2971, -3.1619, -0.5092], [0.5647, 4.1355, 2.7669], [-0.4346, -1.6010, -3.5048], [3.0944, 0.4118, 0.2924], [-2.0950, -1.1540, 1.9802], [1.0012, 3.8897, 1.9720], [1.6582, 1.4680, 0.5967], [0.1809, 3.6039, -0.1070], [-0.8108, -1.1192, -3.9345], [-0.5764, 1.3432, 0.7696], [-0.6769, -2.4586, 0.7453], [1.2374, -1.4064, -2.0750], [-0.6754, 0.3871, -0.4759], [0.4181, -3.2832, -1.1494], [0.8555, 1.6369, -1.3802]]}

(2)
{"formula": "C30H60GaI2N8O6P2", "method": "ωB97M-V/def2-TZVPD", "total_energy_ha": -5271.49483, "orbital_gap_ha": 0.23912, "total_charge": -1, "homo_ha": -0.185, "symbols": ["C", "C", "O", "N", "C", "C", "O", "Ga", "C", "C", "C", "N", "O", "C", "C", "O", "C", "C", "C", "C", "C", "C", "C", "I", "C", "C", "I", "H", "H", "H", "H", "H", "H", "H", "H", "H", "H", "H", "H", "H", "H", "H", "H", "H", "H", "H", "H", "H", "H", "H", "H", "O", "P", "N", "C", "C", "N", "C", "C", "N", "C", "C", "H", "H", "H", "H", "H", "H", "H", "H", "H", "H", "H", "H", "H", "H", "H", "H", "H", "H", "O", "P", "N", "C", "C", "N", "C", "C", "N", "C", "C", "H", "H", "H", "H", "H", "H", "H", "H", "H", "H", "H", "H", "H", "H", "H", "H", "H", "H"], "coordinates": [[3.015847, -5.552396, -2.614761], [3.459834, -4.094002, -2.450898], [3.487214, -3.619466, -1.341734], [3.749451, -3.405006, -3.634086], [5.004041, -3.713124, -4.199973], [5.036781, -4.884480, -5.190901], [6.041784, -3.164054, -3.946933], [3.169438, -1.527231, -3.689668], [2.916139, -1.016638, -5.648750], [3.337513, -2.137180, -6.630403], [2.430827, -2.142714, -7.852350], [1.390118, -3.150496, -7.895065], [2.535352, -1.360695, -8.757533], [1.249396, -1.507623, -2.913531], [0.464990, -2.666612, -3.355421], [0.037563, -2.796543, -4.493842], [0.145143, -3.787538, -2.374052], [-0.446882, -4.952983, -2.868677], [-0.717451, -6.008204, -2.010466], [-0.420240, -5.948934, -0.653852], [0.133894, -4.781701, -0.137875], [0.402943, -3.730116, -1.009164], [4.233868, -0.145127, -2.606080], [5.691987, -0.915851, -1.218322], [4.900490, 0.970787, -3.426433], [3.859583, 1.963778, -3.979704], [6.299164, 0.278954, -4.901760], [2.348733, -5.806530, -1.793095], [2.403069, -5.605614, -3.516354], [3.862088, -6.233878, -2.691607], [4.050539, -5.126186, -5.576471], [5.767286, -4.653534, -5.963501], [5.428204, -5.745733, -4.641724], [1.848726, -0.839945, -5.820925], [3.418520, -0.087512, -5.914094], [3.145599, -3.085298, -6.126571], [4.367359, -2.052602, -6.976966], [1.198530, -3.374825, -6.916565], [1.801561, -4.009698, -8.254078], [1.285886, -1.400746, -1.830854], [0.742394, -0.621576, -3.304741], [-0.692236, -5.046469, -3.917807], [-1.175135, -6.911200, -2.400809], [-0.600530, -6.778612, 0.019034], [0.393880, -4.664414, 0.905199], [0.863653, -2.844303, -0.593564], [3.505912, 0.390716, -1.991451], [5.494791, 1.535666, -2.709210], [3.697057, 1.874704, -5.050403], [2.939855, 1.922086, -3.394448], [4.265124, 2.967480, -3.819934], [1.502736, 1.841113, -1.302335], [0.464638, 2.186318, -0.270554], [0.205081, 3.839809, -0.706338], [0.018249, 4.952739, 0.195401], [-0.317128, 4.062991, -2.051948], [1.483903, 1.991684, 1.133496], [1.902067, 3.116954, 1.945072], [2.666123, 1.161179, 0.898594], [-0.940576, 2.029178, 0.671027], [-2.225898, 2.244864, 0.010909], [-1.057135, 1.831360, 2.107205], [-0.832240, 4.835124, 0.885677], [-0.160003, 5.872033, -0.363048], [0.913482, 5.153610, 0.782179], [-1.366253, 3.753733, -2.156075], [0.266765, 3.500860, -2.783617], [-0.250383, 5.112981, -2.337369], [2.569943, 3.798569, 1.398843], [2.443372, 2.758662, 2.825697], [1.060737, 3.685290, 2.343185], [3.451889, 1.709583, 0.366316], [2.420932, 0.275701, 0.318177], [3.085639, 0.816514, 1.847513], [-2.450497, 3.311265, -0.107744], [-3.045492, 1.812114, 0.583005], [-2.243413, 1.778186, -0.975117], [-1.091992, 2.788141, 2.634726], [-0.256117, 1.221029, 2.511461], [-1.976550, 1.300620, 2.358158], [-3.267209, 2.228286, 4.328093], [-4.385425, 1.839196, 5.254019], [-4.882222, 3.414845, 5.754997], [-5.273577, 3.820775, 7.086367], [-5.384777, 4.284270, 4.692983], [-3.399144, 1.031060, 6.446976], [-3.198607, 1.573580, 7.777844], [-2.085414, 0.604858, 5.958519], [-5.780232, 1.027555, 5.791600], [-7.061130, 1.420644, 5.205820], [-5.906003, 0.060882, 6.868414], [-6.120381, 3.250920, 7.499850], [-5.572100, 4.868754, 7.094084], [-4.443705, 3.763888, 7.787905], [-6.368402, 3.970256, 4.318663], [-4.694687, 4.287325, 3.846857], [-5.471878, 5.316677, 5.030008], [-2.630069, 2.513568, 7.762166], [-2.640641, 0.859334, 8.389709], [-4.134291, 1.732362, 8.313624], [-1.375176, 1.437980, 5.903551], [-2.153294, 0.152759, 4.972862], [-1.669283, -0.147723, 6.633245], [-7.449819, 2.341375, 5.654749], [-7.820378, 0.653871, 5.351951], [-6.968778, 1.575308, 4.130293], [-6.108666, 0.560792, 7.820312], [-5.028704, -0.568669, 6.966672], [-6.737540, -0.623711, 6.678544]], "forces_ev_per_angstrom": [[-0.4471, 0.5126, -0.3862], [0.0112, -1.1164, -0.0553], [-0.2779, 0.5603, 0.0594], [0.2933, 0.7194, 0.4749], [-0.2076, -1.2751, -0.6741], [0.1128, 0.1259, 0.4955], [0.0206, 0.5718, 0.1269], [-0.2125, 0.7605, -0.0876], [0.2045, -0.1955, -0.1123], [-1.0064, -0.0317, 0.0377], [0.1878, -0.1319, -0.1244], [0.2441, 0.0707, 0.7363], [0.1647, 0.1227, -0.3168], [-0.4756, -0.1369, 0.2793], [0.0104, -0.0266, 0.4072], [0.0180, 0.0003, -0.3196], [-0.0923, -0.3680, -0.0749], [0.0125, -0.0958, 0.3349], [-0.1905, -0.3906, -0.0311], [0.2041, 0.4735, 0.3435], [-0.0469, 0.0342, -0.6763], [0.2501, 0.3872, 0.2953], [0.1216, -0.0473, -0.7509], [-0.1567, 0.0712, 0.0956], [-0.7037, 0.2137, 1.1038], [0.6697, 0.3406, -0.0619], [0.0246, 0.1223, 0.0233], [0.3343, -0.1373, 0.2366], [0.2470, -0.2073, -0.1350], [-0.0032, -0.0336, 0.0696], [0.0553, -0.0045, -0.1405], [-0.1536, -0.0145, -0.1567], [-0.0742, -0.0538, -0.0358], [-0.0374, 0.0225, 0.3284], [0.0317, -0.0360, -0.0476], [0.5078, -0.1365, -0.0700], [0.0758, -0.0067, 0.1923], [-0.2674, -0.0524, -0.0721], [-0.0558, 0.1058, -0.3152], [0.1082, -0.0755, -0.0008], [0.3913, 0.1019, -0.2321], [0.0927, 0.1875, -0.0338], [0.0448, 0.0286, -0.0587], [-0.1215, -0.1116, -0.1790], [-0.0599, -0.1553, 0.0442], [0.0234, -0.0053, -0.0470], [0.0808, -0.1643, 0.2082], [0.4388, -0.0414, -0.3256], [-0.3259, -0.2129, 0.0637], [-0.1194, -0.2230, -0.2088], [-0.0371, 0.0301, -0.1276], [-2.6889, -2.0049, -1.1179], [3.4517, 3.8335, 3.4887], [-0.0805, 0.1072, -0.8100], [-0.3637, -0.1074, 0.4932], [0.2567, -0.3605, -0.2895], [0.2473, -0.0515, -0.0983], [-0.4195, 0.1894, 0.3034], [0.1040, -0.1929, -0.2791], [-0.5371, -1.1412, -1.4641], [-0.0271, 0.2677, -0.2694], [0.0642, -0.7523, 0.3866], [0.0442, -0.0241, 0.0560], [-0.0999, -0.1464, -0.2091], [-0.0548, -0.1194, 0.0715], [-0.0213, 0.1323, -0.0632], [-0.0112, -0.0754, 0.0807], [0.0647, 0.0428, 0.1579], [0.0035, 0.0257, 0.0365], [0.0638, -0.1265, -0.1036], [-0.0744, 0.0130, -0.1599], [0.0406, -0.0883, -0.0548], [0.0384, 0.0327, -0.0447], [-0.1632, 0.1366, 0.1176], [0.0356, 0.0098, -0.0015], [0.1393, -0.1313, 0.0860], [-0.0165, 0.0718, -0.0430], [0.0385, 0.0160, -0.0199], [0.2099, 0.2191, -0.1327], [-0.1213, 0.1389, -0.2256], [-2.3459, -1.3839, -2.3640], [2.6978, 1.7437, 5.5287], [-0.0834, 0.4908, -0.6832], [-0.3683, -0.3917, 0.3160], [0.3143, -0.1113, -0.4165], [0.3216, 0.0242, -0.0713], [-0.4493, -0.0807, 0.3165], [0.0572, -0.0273, -0.2754], [-0.3300, -0.2180, -1.8993], [-0.0507, 0.3830, -0.0526], [0.0917, -0.7548, -0.0675], [0.0412, -0.0415, 0.0334], [-0.0745, -0.0191, -0.2683], [-0.0383, -0.1292, -0.0143], [-0.0435, 0.1430, 0.0207], [0.0018, -0.1059, 0.0308], [0.0503, -0.0449, 0.1625], [-0.0083, 0.0045, 0.0403], [0.0832, -0.0437, -0.1442], [-0.0668, 0.0850, -0.1307], [0.0147, -0.0099, -0.0662], [-0.0108, 0.0628, -0.0114], [-0.1469, 0.0281, 0.1187], [0.0374, 0.0151, 0.0050], [0.1518, -0.1419, -0.0029], [-0.0287, 0.0778, -0.0003], [0.0835, 0.0403, 0.0054], [0.1434, 0.2439, 0.0533], [-0.0767, 0.1715, -0.1538]]}

(3)
{"formula": "C24H49BO10P", "method": "ωB97M-V/def2-TZVPD", "total_energy_ha": -2062.53379, "orbital_gap_ha": 0.21809, "total_charge": -1, "homo_ha": -0.139, "symbols": ["C", "C", "O", "O", "C", "C", "C", "B", "C", "C", "C", "C", "O", "C", "O", "P", "C", "C", "H", "H", "H", "H", "H", "H", "H", "H", "H", "H", "H", "H", "H", "H", "H", "H", "H", "H", "H", "H", "H", "H", "H", "H", "H", "O", "C", "O", "C", "C", "C", "H", "H", "H", "H", "H", "H", "H", "H", "O", "C", "O", "C", "C", "C", "H", "H", "H", "H", "H", "H", "H", "H", "O", "C", "O", "C", "C", "C", "H", "H", "H", "H", "H", "H", "H", "H"], "coordinates": [[3.601503, 1.551687, 1.088737], [2.106711, 1.695298, 0.938710], [1.314453, 1.318839, 1.783080], [1.776795, 2.244194, -0.237361], [0.361550, 2.499068, -0.465022], [-0.386315, 1.336709, -1.082733], [-1.881270, 1.727851, -1.241250], [-2.847164, 1.034526, -0.094805], [-4.006855, 2.068535, 0.457300], [-4.901548, 2.666722, -0.658264], [-6.434584, 2.582848, -0.482322], [-6.925680, 2.743678, 0.937556], [-8.394904, 2.658513, 0.996083], [-8.859684, 1.391049, 1.043386], [-9.035781, 0.768932, 2.069039], [-3.562766, -0.698121, -0.754925], [-2.951614, -1.925873, 0.501826], [-5.383641, -0.781881, -0.399424], [3.853674, 1.429155, 2.140431], [3.907426, 0.674669, 0.512115], [4.130431, 2.408869, 0.670047], [0.347299, 3.331178, -1.175541], [-0.116916, 2.834116, 0.456118], [0.074746, 1.108583, -2.051311], [-0.287534, 0.453148, -0.446539], [-1.951250, 2.823202, -1.209932], [-2.176080, 1.375300, -2.235661], [-2.155041, 0.745110, 0.886565], [-4.588811, 1.551024, 1.222556], [-3.461133, 2.890348, 0.936671], [-4.672138, 2.132052, -1.587772], [-4.634967, 3.709689, -0.853658], [-6.827672, 1.665207, -0.930249], [-6.888244, 3.402465, -1.054350], [-6.535489, 1.992801, 1.623171], [-6.695732, 3.730631, 1.335799], [-9.121204, 0.954490, 0.066855], [-1.874509, -1.775603, 0.566683], [-3.401489, -1.717957, 1.479493], [-3.197035, -2.940589, 0.185326], [-5.705683, -0.181514, 0.458839], [-5.921290, -0.456087, -1.293506], [-5.679299, -1.816346, -0.205266], [4.391871, -3.912949, -1.536501], [4.601918, -3.761017, -0.363847], [4.374623, -2.548213, 0.176497], [4.453303, -2.315904, 1.588924], [5.871555, -2.011884, 2.029607], [5.177675, -4.862631, 0.494442], [3.986717, -3.134565, 2.135720], [3.828925, -1.439094, 1.766997], [6.536994, -2.857322, 1.851799], [5.891691, -1.778555, 3.094754], [6.269154, -1.158483, 1.478024], [6.261444, -4.860054, 0.374603], [4.787775, -5.807695, 0.126660], [4.926852, -4.782130, 1.546863], [2.502213, -4.569723, 2.309658], [1.405813, -4.066954, 2.242315], [0.624562, -4.092745, 3.329045], [-0.618910, -3.373172, 3.395759], [-1.764814, -4.157291, 2.795619], [0.899726, -3.464374, 0.958097], [-0.515085, -2.386736, 2.944517], [-0.782946, -3.220441, 4.460852], [-1.617261, -4.335201, 1.731180], [-2.698152, -3.608828, 2.918383], [-1.856359, -5.125356, 3.289710], [0.479790, -4.261115, 0.344542], [1.744867, -3.031817, 0.426192], [0.150592, -2.690448, 1.088623], [3.001423, 5.410608, -4.134088], [3.642167, 4.464883, -3.770161], [4.457632, 3.863543, -4.667187], [5.365841, 2.821902, -4.301559], [4.702075, 1.460285, -4.283142], [3.517590, 3.884676, -2.382959], [5.852847, 3.052237, -3.352834], [6.138459, 2.852463, -5.068835], [3.912420, 1.406272, -3.534097], [5.434303, 0.683062, -4.062417], [4.252075, 1.250738, -5.253229], [2.673600, 3.198437, -2.356305], [3.320025, 4.699926, -1.691764], [4.403747, 3.359149, -2.036954]], "forces_ev_per_angstrom": [[0.0026, 0.0686, -0.2362], [-0.6020, -0.4075, 0.6051], [0.6606, 0.4449, -0.7628], [-0.0446, -0.0111, 0.4462], [-0.3095, 0.1117, -0.3427], [-0.0276, 0.0946, -0.0258], [0.3112, -0.7199, 0.1121], [-0.0418, 0.6003, 0.6352], [0.3022, -0.1228, -0.5495], [-0.0752, -0.4023, -0.0336], [-0.0066, 0.4561, -0.2886], [-0.3313, -0.0684, 0.1384], [0.2071, -0.2465, -0.1009], [-0.3158, -0.6640, 1.2050], [0.2588, 0.7745, -1.1343], [0.2107, -0.3398, -0.5731], [-0.4092, 0.4674, -0.0284], [-0.0480, 0.0023, 0.0848], [-0.0295, -0.0893, -0.0962], [0.0593, -0.0274, 0.1141], [-0.0824, 0.0011, 0.0335], [0.1227, -0.0108, 0.1211], [0.1425, -0.1833, 0.1033], [0.0472, -0.0077, 0.0576], [0.0044, 0.0329, -0.0094], [-0.1052, 0.0255, -0.1697], [-0.1689, 0.3544, -0.0415], [0.0379, -0.0881, -0.0580], [-0.0401, 0.1532, 0.0939], [-0.1798, -0.0456, 0.2389], [-0.0618, 0.1512, -0.0482], [0.0317, -0.0211, 0.1209], [0.0861, -0.0768, 0.2791], [-0.0352, -0.1410, -0.0403], [0.0537, 0.0435, -0.0320], [0.0568, -0.0339, -0.0046], [0.0383, 0.1379, -0.0354], [0.0481, -0.1707, 0.0632], [0.1386, -0.0828, 0.0514], [0.1139, -0.0660, 0.0849], [0.0187, -0.0015, -0.0367], [-0.0641, 0.0549, 0.1207], [0.0433, -0.0159, -0.0653], [-0.0218, 0.0073, -0.0738], [0.1383, -0.1279, 0.0258], [-0.1520, 0.1209, -0.0130], [0.0605, 0.1945, 0.2982], [0.0470, -0.0790, -0.1019], [-0.1749, -0.0465, 0.1335], [0.2550, 0.0637, -0.0803], [-0.0359, 0.0023, -0.1375], [-0.0133, -0.0304, 0.0533], [-0.0154, 0.0054, 0.0051], [-0.0389, 0.0250, 0.0206], [0.0149, 0.0100, -0.0210], [0.0532, 0.0105, -0.0882], [0.0363, 0.0277, -0.0047], [-0.0686, -0.2319, 0.1219], [-0.1048, 0.0006, -0.1838], [0.1413, 0.0323, 0.0695], [-0.2495, 0.0732, -0.0135], [0.0832, -0.1606, 0.0161], [0.0625, 0.2823, 0.0467], [0.0058, -0.0113, -0.0341], [0.0510, -0.0278, 0.0187], [-0.0348, 0.0811, -0.0095], [0.0325, 0.0128, -0.0240], [0.0024, 0.0014, 0.0476], [-0.0212, -0.0112, -0.0081], [0.0298, -0.1105, -0.0336], [-0.0913, -0.0499, -0.0167], [-0.0016, 0.0963, -0.0050], [-0.1148, -0.1762, 0.0464], [0.1217, 0.0979, -0.0543], [0.0350, -0.1673, -0.0051], [-0.1055, 0.0467, 0.0093], [0.2489, 0.2071, 0.0671], [-0.0221, 0.0020, 0.0053], [-0.0210, 0.0302, -0.0291], [0.0350, -0.0098, 0.0404], [0.0120, 0.0000, -0.0043], [0.0296, -0.0100, -0.0170], [-0.0074, -0.0199, 0.0089], [-0.1567, 0.0047, -0.0438], [-0.0618, -0.0964, -0.0286]]}